(1)
A cluster of 3 separate species, C6H10O in total. Source: OMol25; level of theory: ωB97M-V with the def2-TZVPD basis set.

The geometry in XYZ format:
```
17
Properties=species:S:1:pos:R:3:forces:R:3:mulliken_charge:R:1
O 2.3918 -0.8195 0.0131 0.04 -0.23 -0.10 -0.516
C 1.1413 -0.2699 0.0609 -0.32 0.26 0.22 0.238
C 0.0021 -1.2217 0.3851 0.06 -0.03 -0.04 -0.611
C -1.3745 -0.5379 0.1997 0.01 -0.01 -0.04 -0.535
C -1.2205 0.8951 -0.2998 -0.02 0.10 0.17 -0.709
C -0.1994 1.6804 0.2353 -0.05 -0.08 -0.13 -0.245
C 1.0378 1.0712 0.4344 -0.03 -0.16 -0.14 -0.413
H 2.3102 -1.7590 -0.1947 0.06 0.14 0.06 0.327
H 0.4547 -0.0323 -1.4245 -0.09 0.07 0.05 0.188
H 0.1314 -1.5453 1.4252 -0.01 0.05 -0.12 0.304
H 0.0900 -2.1193 -0.2415 0.00 0.13 0.06 0.364
H -1.9064 -0.5188 1.1576 0.07 0.01 -0.12 0.280
H -1.9979 -1.1100 -0.4947 0.09 0.09 0.08 0.281
H -0.3653 0.3809 -1.4773 0.14 -0.07 0.02 -0.050
H -2.1381 1.3742 -0.6368 0.13 -0.05 0.06 0.400
H -0.2796 2.7643 0.2456 0.02 -0.15 -0.01 0.330
H 1.9420 1.6443 0.6132 -0.10 -0.06 -0.02 0.369
```
Positions in Å, forces in eV/Å.

Values from the calculation:
Frontier orbital gap ... 0.329 Eh
HOMO energy ... -8.05 eV
ΔE to the lowest compared entry with this formula, charge and spin ... 64.1 kcal/mol

---

(2)
An isolated molecule of C2H8O2Si. Source: OMol25; level of theory: ωB97M-V with the def2-TZVPD basis set.

The geometry in XYZ format:
```
13
Properties=species:S:1:pos:R:3:forces:R:3:mulliken_charge:R:1
C 1.7420 -0.2059 -0.1990 0.07 -2.64 1.76 -0.831
C 0.7638 -0.0578 0.9777 0.06 -0.23 1.20 -0.278
O -0.2986 0.8165 0.6783 -1.20 0.15 -1.08 -0.281
Si -1.6937 0.6714 -0.2786 2.07 0.65 1.80 0.372
O -2.0384 -0.8067 -0.7831 0.41 -1.64 -1.36 -0.418
H 2.0484 -1.3208 -0.2247 -0.04 1.87 -0.17 0.255
H 1.1541 -0.0151 -1.0456 -0.53 0.23 -1.54 0.254
H 2.5943 0.4596 -0.1749 0.12 0.03 0.09 0.286
H 1.2083 0.3053 1.8982 0.69 0.90 -0.15 0.320
H 0.4208 -0.9961 1.4630 -0.35 -0.18 -1.33 0.263
H -1.5841 1.6386 -1.3813 -0.10 0.13 0.06 -0.101
H -2.7652 0.5970 0.6256 -1.26 1.25 1.07 -0.154
H -1.5516 -1.0860 -1.5558 0.06 -0.52 -0.36 0.312
```
Positions in Å, forces in eV/Å.

Values from the calculation:
Frontier orbital gap ... 0.400 Eh
HOMO energy ... -10.21 eV
ΔE to the lowest compared entry with this formula, charge and spin ... 50.2 kcal/mol
SMILES ... CCO[SiH2]O

---

(3)
A structure of composition C57H50BrN13O2Ti. Source: OMol25; level of theory: ωB97M-V with the def2-TZVPD basis set.

The geometry in XYZ format:
```
124
Properties=species:S:1:pos:R:3:forces:R:3:mulliken_charge:R:1
Ti -1.2723 0.3778 -0.0232 -0.59 0.18 -0.25 -1.119
N -4.5143 -1.0983 2.7300 0.01 -0.09 0.00 0.168
C -3.7728 -0.2658 1.9799 -0.02 0.00 0.03 -0.629
N -3.0542 -0.6345 0.9800 0.12 -0.09 -0.02 0.726
C -3.0092 -1.9941 0.6285 0.12 -0.09 0.05 -0.132
N -2.3738 -2.3450 -0.4246 0.06 0.02 -0.16 -1.226
N -1.7295 -1.2768 -1.0268 0.13 0.11 0.12 2.489
C -1.6651 -1.3345 -2.3890 -0.02 -0.04 0.06 -1.366
C -1.1684 -0.1847 -2.9600 -0.05 0.00 0.21 0.498
C -0.9579 0.0509 -4.3513 0.07 0.12 -0.08 -1.444
C -0.4848 1.2505 -4.7662 -0.03 -0.05 -0.02 -0.662
C -0.1977 2.2655 -3.8065 0.01 0.05 -0.02 -1.142
C -0.4013 1.9981 -2.4917 -0.02 -0.06 0.00 -0.195
N -0.8800 0.8049 -2.0383 0.08 -0.01 0.10 1.277
C -3.6621 -2.9693 1.5014 -0.10 0.11 0.04 0.489
C -3.5368 -4.3451 1.3285 0.00 -0.02 0.01 -0.374
C -4.1679 -5.2154 2.1953 -0.02 0.02 0.02 -0.923
C -4.9312 -4.7191 3.2515 0.01 -0.02 -0.03 -0.437
C -5.0628 -3.3573 3.4399 0.00 0.02 0.01 -0.899
C -4.4235 -2.4885 2.5635 -0.02 0.07 0.02 -0.051
H -4.9877 -0.7310 3.5379 0.00 0.00 -0.01 0.321
H -3.7987 0.7835 2.2533 0.00 0.00 0.00 0.503
H -2.0089 -2.2098 -2.9195 -0.03 0.00 -0.01 0.419
H -1.1838 -0.7414 -5.0528 0.00 -0.01 0.01 0.561
H -0.3287 1.4435 -5.8193 0.01 0.01 0.00 0.450
H 0.1751 3.2325 -4.1132 0.00 -0.01 0.00 0.583
H -0.1940 2.7408 -1.7282 -0.01 -0.02 0.00 0.353
H -2.9324 -4.7054 0.5080 0.01 -0.01 -0.01 0.508
H -4.0659 -6.2833 2.0582 0.00 0.00 0.00 0.448
H -5.4218 -5.4013 3.9329 0.00 0.00 0.00 0.405
H -5.6485 -2.9654 4.2628 0.00 0.00 0.00 0.406
C -0.5323 -5.4042 -0.9938 -0.01 -0.01 0.02 -1.264
C 0.2249 -4.3271 -1.7707 0.00 -0.03 0.05 0.995
C 1.6519 -4.2021 -1.3116 -0.03 -0.01 -0.01 0.072
C 2.6503 -4.9707 -1.8989 0.00 0.01 -0.02 -0.760
C 3.9667 -4.8850 -1.4756 0.00 0.01 0.00 -1.067
C 4.2912 -4.0185 -0.4440 0.00 -0.03 0.01 -0.664
C 3.3201 -3.2434 0.1796 -0.02 0.03 0.01 0.011
C 3.7092 -2.3288 1.3167 0.01 -0.04 -0.01 1.117
C 3.6965 -3.0493 2.6670 0.00 0.00 -0.02 -1.139
C 1.9885 -3.3468 -0.2565 0.05 0.06 -0.02 -0.747
N 1.0331 -2.4675 0.2984 0.00 -0.07 -0.01 2.114
C 0.5087 -2.7366 1.4231 -0.01 0.01 0.04 -0.762
C -0.2303 -1.7882 2.2274 -0.08 -0.03 -0.08 -0.701
C -0.4513 -1.9444 3.5913 0.06 0.01 0.05 -0.848
C -0.8949 -0.7001 4.0741 -0.07 -0.05 -0.05 -1.823
C -0.9408 0.1368 2.9698 0.02 0.02 -0.02 -0.677
N -0.5530 -0.5111 1.8391 0.06 0.27 -0.14 1.479
H -0.5575 -5.1582 0.0706 -0.02 0.00 -0.02 0.125
H -0.0494 -6.3779 -1.0984 0.01 0.00 0.00 0.470
H -1.5604 -5.4917 -1.3510 -0.01 0.01 0.01 0.374
H -0.2863 -3.3749 -1.6399 0.03 0.01 -0.01 -1.505
H 0.2121 -4.5666 -2.8369 -0.01 0.00 -0.01 0.791
H 2.3846 -5.6370 -2.7127 0.00 0.00 0.00 0.447
H 4.7352 -5.4790 -1.9533 0.00 0.00 0.00 0.393
H 5.3207 -3.9325 -0.1117 0.00 0.00 0.00 0.495
H 3.0382 -1.4684 1.3555 -0.01 0.01 -0.01 -0.680
H 4.7131 -1.9387 1.1272 0.00 0.01 -0.01 0.234
H 2.6948 -3.3971 2.9175 -0.02 0.00 0.00 0.279
H 4.0288 -2.3897 3.4695 0.00 0.00 0.00 0.193
H 4.3521 -3.9226 2.6464 -0.01 0.00 0.00 0.323
H 0.6874 -3.7031 1.9122 -0.01 0.00 0.02 0.662
H -0.2414 -2.8366 4.1623 0.01 0.00 0.00 0.612
H -1.1210 -0.4321 5.0942 -0.01 0.00 0.00 0.502
H -1.2519 1.1708 2.9205 0.02 0.01 0.03 0.716
Br -1.8793 4.4523 -6.6118 0.01 -0.01 0.00 -0.173
C -2.9764 4.9619 -5.1568 0.00 0.00 0.00 0.023
C -2.3887 5.4379 -3.9958 -0.01 0.00 0.01 -0.256
C -3.1899 5.8117 -2.9298 0.06 0.00 0.01 -0.264
C -4.5722 5.7147 -3.0355 -0.06 0.05 0.08 0.136
C -5.1494 5.2849 -4.2213 -0.04 -0.01 -0.02 -0.257
C -4.3531 4.8830 -5.2821 -0.01 0.00 0.02 -0.609
N -5.4701 6.1871 -2.0089 0.03 -0.08 -0.06 -0.411
N -5.3470 5.8529 -0.8242 0.05 -0.06 0.00 -0.540
C -4.3561 4.8851 -0.4246 -0.05 0.02 0.01 -0.012
C -3.4344 5.2643 0.5128 0.03 0.02 0.03 -0.422
C -2.3912 4.4147 0.9296 0.01 0.05 0.02 -1.110
C -2.2996 3.1363 0.4247 -0.05 -0.19 -0.08 0.778
O -1.3673 2.2592 0.7273 0.23 -0.11 -0.08 0.070
C -3.3247 2.7028 -0.4776 0.15 -0.06 0.07 -0.464
N -3.2273 1.4024 -0.8479 0.21 -0.02 0.19 0.553
C -4.1397 0.8942 -1.6373 -0.05 -0.05 -0.06 -0.276
C -5.2257 1.6563 -2.1117 0.03 0.01 0.02 -1.476
C -5.3386 2.9688 -1.7484 0.03 0.03 0.01 -0.605
C -4.3590 3.5471 -0.9059 -0.10 0.02 -0.07 1.035
H -1.3133 5.5157 -3.9221 0.01 0.00 0.00 0.499
H -2.7363 6.1809 -2.0204 0.00 0.00 -0.03 0.470
H -6.2288 5.2678 -4.3066 0.01 0.00 0.00 0.457
H -4.7974 4.5295 -6.2019 0.00 0.00 0.00 0.435
H -3.4930 6.2714 0.9086 0.00 0.00 0.00 0.428
H -1.6557 4.7602 1.6443 -0.01 0.00 0.00 0.513
H -4.0215 -0.1484 -1.9100 -0.01 0.01 0.01 0.360
H -5.9625 1.1905 -2.7510 0.00 -0.01 0.00 0.479
H -6.1799 3.5593 -2.0847 -0.01 0.02 -0.02 0.589
C 6.9790 -1.9645 3.3990 -0.01 0.02 0.00 -1.534
C 6.6021 -0.6254 2.8264 -0.01 0.00 0.01 0.687
C 7.3298 -0.0715 1.7772 0.01 -0.01 0.00 -0.650
C 6.9839 1.1526 1.2325 0.01 -0.01 0.00 -0.298
C 5.9061 1.8682 1.7419 0.00 0.03 0.00 -0.049
N 5.6543 3.1557 1.1949 -0.01 -0.02 0.01 -0.047
C 4.5072 3.9114 1.2967 -0.02 -0.03 -0.05 0.182
O 4.5551 5.1207 1.4068 -0.01 0.03 0.02 -0.694
N 3.2854 3.2594 1.2588 0.05 -0.04 -0.01 -0.009
C 2.8824 2.1362 0.5061 0.01 0.07 -0.01 -0.031
C 3.6820 1.4243 -0.3788 0.00 0.00 0.03 -0.295
C 3.1139 0.3824 -1.0935 0.01 0.01 0.00 -1.480
C 1.7689 0.1042 -0.9502 -0.04 -0.03 0.02 -0.430
N 0.9989 0.7987 -0.1094 -0.15 0.04 0.08 1.834
C 1.5464 1.7661 0.6174 -0.02 -0.06 0.01 -1.169
C 5.1644 1.3296 2.7837 0.00 -0.02 0.00 -0.363
C 5.5135 0.0929 3.3079 0.01 0.01 0.01 -0.378
H 8.0620 -2.0745 3.4574 0.00 0.00 0.00 0.472
H 6.5960 -2.7768 2.7775 0.00 0.00 -0.01 0.156
H 6.5676 -2.0968 4.3993 0.00 0.00 0.00 0.354
H 8.1833 -0.6069 1.3776 0.00 0.00 0.00 0.391
H 7.5580 1.5683 0.4126 0.00 0.00 0.00 0.440
H 6.4618 3.7586 1.1373 -0.01 0.00 0.00 0.298
H 2.5466 3.9224 1.4408 -0.01 -0.01 0.02 0.217
H 4.7183 1.6844 -0.5253 0.03 0.00 0.00 0.657
H 3.7099 -0.2016 -1.7809 0.00 0.00 0.00 0.555
H 1.2865 -0.6840 -1.5109 0.01 0.04 0.00 0.264
H 0.8785 2.2925 1.2895 0.00 0.00 0.00 0.365
H 4.3275 1.8754 3.1976 0.00 0.00 0.00 0.478
H 4.9322 -0.3062 4.1306 0.00 0.00 0.00 0.353
```
Positions in Å, forces in eV/Å.

Values from the calculation:
Frontier orbital gap (alpha / beta) ... 0.203 / 0.203 Eh
HOMO energy (alpha / beta) ... -5.83 / -5.82 eV
ΔE to the lowest compared entry with this formula, charge and spin ... 0.0 kcal/mol

---

Question: Look up the ΔE to the lowest compared entry with this formula, charge and spin of the first one.
Answer: 64.1 kcal/mol

---

Question: Which of these has the lowest ΔE to the lowest compared entry with this formula, charge and spin?
Answer: C57H50BrN13O2Ti

---

Question: Look up the ΔE to the lowest compared entry with this formula, charge and spin of the second one.
Answer: 50.2 kcal/mol

---

Question: Which of these has the highest ΔE to the lowest compared entry with this formula, charge and spin?
Answer: C6H10O